# H3INP

A cluster of 2 separate species, H3INP in total in a non-equilibrium geometry (wB97M-V/def2-TZVPD, the OMol25 dataset).

Element x y z (Å)
N (-2.13, 0.85, -0.22)
P (-0.98, -0.13, 0.03)
I (3.64, 0.05, -0.08)
H (-1.87, 1.76, -0.71)
H (-1.74, -1.05, 0.60)
H (3.07, -1.47, 0.38)

Summary:
- Max |F|: 3.30 eV Å⁻¹
- ΔE to the lowest compared entry with this formula, charge and spin: 194.37 kJ/mol
- SMILES: [H]/N=P/[H].I
- LUMO: -0.0079 Ha
- Kohn-Sham gap: 0.3331 Eh

For reference, the Löwdin charges in units of e are:
1 N -0.425
2 P 0.676
3 I 0.263
4 H -0.020
5 H -0.205
6 H -0.290

---

# C19H15Br2F12N3O2S

The molecule C19H15Br2F12N3O2S in a non-equilibrium geometry (wB97M-V/def2-TZVPD, the OMol25 dataset).

Element x y z (Å)
C (-2.39, -2.28, 3.52)
C (-2.06, -1.00, 3.23)
C (-0.99, -0.65, 2.29)
N (-0.01, -1.50, 2.16)
C (0.99, -1.15, 1.31)
C (2.07, -2.04, 1.09)
C (2.10, -3.39, 1.76)
O (2.44, -4.43, 0.82)
N (1.41, -4.55, -0.11)
O (1.79, -5.06, -1.09)
C (3.09, -1.69, 0.24)
C (3.09, -0.45, -0.44)
C (4.23, -0.11, -1.38)
C (3.82, 0.75, -2.59)
C (4.01, 2.26, -2.35)
F (4.23, 2.54, -1.05)
Br (5.65, 2.82, -3.28)
C (2.81, 3.13, -2.91)
F (1.73, 2.38, -3.12)
F (3.11, 3.76, -4.05)
Br (2.30, 4.53, -1.63)
C (2.05, 0.41, -0.23)
C (0.99, 0.08, 0.63)
N (-0.05, 0.97, 0.77)
C (-1.01, 0.60, 1.56)
C (-2.19, 1.54, 1.71)
C (-2.43, 2.47, 0.52)
C (-2.97, 1.83, -0.75)
F (-2.08, 0.98, -1.30)
F (-3.11, 2.85, -1.65)
C (-4.42, 1.20, -0.62)
F (-4.97, 1.67, 0.51)
F (-5.19, 1.64, -1.62)
S (-4.55, -0.70, -0.62)
F (-3.82, -0.73, -2.02)
F (-3.17, -0.82, 0.17)
F (-5.31, -0.72, 0.77)
F (-5.96, -0.64, -1.35)
F (-4.63, -2.28, -0.66)
H (-2.50, -2.56, 4.57)
H (-2.63, -3.03, 2.78)
H (-2.60, -0.18, 3.68)
H (1.13, -3.63, 2.20)
H (2.86, -3.43, 2.54)
H (3.90, -2.39, 0.09)
H (4.57, -1.06, -1.79)
H (5.08, 0.32, -0.85)
H (4.45, 0.46, -3.43)
H (2.80, 0.50, -2.84)
H (1.99, 1.37, -0.72)
H (-1.96, 2.19, 2.57)
H (-3.11, 1.03, 1.96)
H (-3.09, 3.29, 0.78)
H (-1.48, 2.90, 0.20)

Summary:
- Max |F|: 1.55 eV Å⁻¹
- SMILES: C=Cc1nc2c(CON=O)cc(CC[C@@](F)(Br)C(F)(F)Br)cc2nc1CCC(F)(F)C(F)(F)S(F)(F)(F)(F)F
- LUMO: -0.0263 Ha
- Kohn-Sham gap: 0.2909 Eh

Results of the Löwdin charge analysis, in e, for atoms 1 through 6:
1 C 0.053
2 C -0.116
3 C -0.224
4 N 0.204
5 C -0.147
6 C -0.139

---

# C7H12N2

The molecule C7H12N2 in a non-equilibrium geometry (wB97M-V/def2-TZVPD, the OMol25 dataset).

Element x y z (Å)
C (-2.62, 0.99, 0.03)
C (-2.03, -0.04, -0.80)
C (1.90, -0.91, -0.31)
C (0.95, -0.20, 0.85)
C (-0.38, -0.95, 0.82)
C (-1.04, -0.93, -0.56)
C (1.17, 1.23, 0.28)
H (-2.55, 1.90, -0.61)
H (-3.69, 0.81, 0.41)
H (-1.86, 1.37, 1.00)
H (-2.37, 0.14, -1.86)
H (2.42, -1.74, 0.01)
H (1.29, -1.16, -1.21)
H (1.44, -0.19, 1.89)
H (-0.22, -1.93, 1.16)
H (-1.11, -0.52, 1.54)
H (-0.61, -1.62, -1.31)
H (3.55, 0.14, -1.30)
H (0.61, 2.11, 0.71)
N (2.88, 0.16, -0.42)
N (2.26, 1.33, -0.32)

Summary:
- Max |F|: 5.05 eV Å⁻¹
- ΔE to the lowest compared entry with this formula, charge and spin: 309.24 kJ/mol
- SMILES: C/C=C\C[C@@H]1C=NNC1
- LUMO: 0.0389 Ha
- Kohn-Sham gap: 0.3512 Eh

Results of the Löwdin charge analysis, in e, for atoms 1 through 6:
1 C -0.149
2 C -0.221
3 C -0.138
4 C -0.212
5 C -0.203
6 C -0.107

---

# C32H52BN2O22

A cluster of 7 separate species, C32H52BN2O22 in total in a non-equilibrium geometry (wB97M-V/def2-TZVPD, the OMol25 dataset).

Element x y z (Å)
C (0.88, 0.24, 2.01)
B (-0.42, 1.11, 2.13)
O (-0.42, 2.16, 2.98)
C (-1.79, 0.80, 1.34)
C (-2.86, 0.20, 2.00)
C (-2.84, -0.22, 3.45)
O (-2.78, 0.54, 4.36)
O (-2.96, -1.57, 3.69)
C (-2.18, -2.35, 2.81)
C (-0.83, -2.50, 3.03)
C (-0.17, -3.28, 2.08)
C (-0.88, -3.83, 1.04)
N (-2.20, -3.73, 0.83)
C (-2.80, -2.98, 1.75)
C (-4.06, -0.07, 1.34)
C (-4.18, 0.25, 0.01)
N (-3.14, 0.82, -0.61)
C (-1.97, 1.11, -0.01)
C (-0.95, 1.74, -0.90)
C (-0.50, 0.73, -2.00)
O (-0.44, 1.34, -3.26)
H (0.81, -0.55, 1.27)
H (1.02, -0.27, 2.97)
H (1.77, 0.83, 1.86)
H (-0.91, 2.92, 2.63)
H (-0.30, -2.07, 3.86)
H (0.89, -3.46, 2.17)
H (-0.33, -4.41, 0.30)
H (-3.87, -2.86, 1.66)
H (-4.90, -0.53, 1.83)
H (-5.08, 0.02, -0.53)
H (-3.23, 1.03, -1.60)
H (-0.06, 2.08, -0.37)
H (-1.41, 2.58, -1.43)
H (0.44, 0.26, -1.70)
H (-1.22, -0.09, -2.07)
H (0.43, 1.24, -3.66)
C (1.74, -3.99, -6.86)
O (0.47, -3.36, -7.01)
C (0.41, -2.11, -6.56)
O (1.31, -1.50, -6.05)
O (-0.83, -1.65, -6.77)
C (-1.03, -0.31, -6.32)
H (1.65, -4.99, -7.27)
H (2.51, -3.45, -7.41)
H (2.02, -4.06, -5.81)
H (-0.37, 0.38, -6.85)
H (-0.88, -0.23, -5.25)
H (-2.06, -0.05, -6.55)
C (-10.73, 0.46, 4.55)
O (-9.46, 0.49, 5.23)
C (-8.41, 0.31, 4.44)
O (-8.44, 0.14, 3.24)
O (-7.31, 0.36, 5.19)
C (-6.12, 0.18, 4.44)
H (-11.49, 0.62, 5.31)
H (-10.79, 1.26, 3.82)
H (-10.89, -0.50, 4.08)
H (-6.01, 0.97, 3.70)
H (-6.11, -0.80, 3.96)
H (-5.28, 0.23, 5.14)
C (2.94, 0.92, -4.71)
O (3.19, 1.19, -3.32)
C (4.46, 1.52, -3.04)
O (5.36, 1.58, -3.82)
O (4.50, 1.80, -1.73)
C (5.79, 2.21, -1.25)
H (1.89, 0.68, -4.80)
H (3.15, 1.81, -5.30)
H (3.53, 0.08, -5.07)
H (6.12, 3.12, -1.75)
H (6.52, 1.41, -1.38)
H (5.68, 2.41, -0.19)
C (12.86, 2.04, -2.89)
O (11.50, 2.31, -2.53)
C (10.63, 2.12, -3.52)
O (10.89, 1.76, -4.63)
O (9.41, 2.41, -3.05)
C (8.36, 2.25, -4.01)
H (13.46, 2.22, -2.00)
H (12.98, 1.00, -3.19)
H (13.18, 2.70, -3.68)
H (8.30, 1.22, -4.36)
H (8.51, 2.92, -4.86)
H (7.44, 2.51, -3.52)
C (-4.11, -4.11, 5.05)
O (-3.84, -5.40, 4.51)
C (-4.26, -6.41, 5.28)
O (-4.81, -6.30, 6.34)
O (-3.94, -7.55, 4.67)
C (-4.33, -8.73, 5.38)
H (-3.72, -3.39, 4.33)
H (-5.18, -3.96, 5.17)
H (-3.60, -3.97, 6.00)
H (-5.41, -8.76, 5.51)
H (-3.83, -8.77, 6.35)
H (-4.02, -9.58, 4.78)
C (1.01, 7.74, 1.07)
O (2.05, 6.76, 0.97)
C (1.67, 5.61, 0.44)
O (0.57, 5.33, 0.04)
O (2.73, 4.79, 0.41)
C (2.44, 3.52, -0.17)
H (1.46, 8.62, 1.52)
H (0.63, 8.00, 0.08)
H (0.21, 7.39, 1.71)
H (2.13, 3.63, -1.21)
H (1.66, 3.03, 0.41)
H (3.33, 2.92, -0.13)

Summary:
- Max |F|: 1.28 eV Å⁻¹
- Charge: +1
- LUMO: -0.1645 Ha
- Kohn-Sham gap: 0.2753 Eh

Results of the Löwdin charge analysis, in e, for atoms 1 through 6:
1 C 0.027
2 B -0.475
3 O 0.189
4 C 0.064
5 C -0.026
6 C -0.417

---

# C9H10ClNO2

A cluster of 2 separate species, C9H10ClNO2 in total in a non-equilibrium geometry (wB97M-V/def2-TZVPD, the OMol25 dataset).

Element x y z (Å)
C (-2.64, -1.78, -0.52)
C (-1.68, -2.57, 0.01)
C (-2.26, -0.60, -1.28)
C (-0.35, -2.25, 0.03)
C (-0.92, -0.24, -1.19)
C (0.02, -1.01, -0.49)
C (2.67, 2.00, 0.77)
C (1.86, 2.18, -0.21)
C (1.48, -0.73, -0.48)
N (2.23, -0.73, 0.56)
O (1.62, -0.57, 1.85)
O (3.48, -0.76, 0.62)
Cl (2.29, -0.65, -2.03)
H (-3.67, -2.04, -0.49)
H (-1.96, -3.37, 0.57)
H (-2.84, -0.03, -1.90)
H (0.30, -2.90, 0.48)
H (-0.44, 0.62, -1.66)
H (3.70, 2.13, 0.78)
H (2.30, 1.71, 1.71)
H (2.15, 0.04, 2.38)
H (2.26, 2.35, -1.27)
H (0.72, 2.11, -0.05)

Summary:
- Max |F|: 4.31 eV Å⁻¹
- ΔE to the lowest compared entry with this formula, charge and spin: 613.56 kJ/mol
- SMILES: [O-]/[N+](O)=C(\Cl)c1ccccc1.C=C
- LUMO: 0.0096 Ha
- Kohn-Sham gap: 0.3341 Eh

Results of the Löwdin charge analysis, in e, for atoms 1 through 6:
1 C -0.044
2 C -0.090
3 C -0.022
4 C -0.006
5 C -0.053
6 C -0.224

---

# CH5PS

A cluster of 2 separate species, CH5PS in total in a non-equilibrium geometry (wB97M-V/def2-TZVPD, the OMol25 dataset).

Element x y z (Å)
C (-0.94, 0.39, 1.12)
P (0.88, -0.15, -0.72)
S (2.83, -0.41, -1.51)
H (-1.35, 1.39, 0.88)
H (-0.16, 0.40, 1.89)
H (-1.59, -0.53, 1.02)
H (0.18, 0.37, -1.75)
H (0.15, -1.48, -0.94)

Summary:
- Max |F|: 2.89 eV Å⁻¹
- ΔE to the lowest compared entry with this formula, charge and spin: 302.62 kJ/mol
- LUMO (spin up / spin down): -0.0718 / -0.0386 Ha
- Kohn-Sham gap (spin up / spin down): 0.2387 / 0.2936 Eh

Results of the Löwdin charge analysis, in e, for atoms 1 through 6:
1 C -0.063
2 P 0.320
3 S -0.032
4 H 0.002
5 H -0.027
6 H 0.019